{"formula": "C23H50O13", "method": "ωB97M-V/def2-TZVPD", "symbols": ["C", "O", "C", "C", "O", "C", "C", "C", "O", "C", "O", "C", "O", "C", "O", "C", "C", "O", "H", "H", "H", "H", "H", "H", "H", "H", "H", "H", "H", "H", "H", "H", "H", "H", "H", "H", "H", "H", "H", "H", "C", "O", "C", "C", "O", "C", "C", "O", "C", "H", "H", "H", "H", "H", "H", "H", "H", "H", "H", "H", "H", "H", "H", "C", "O", "C", "C", "O", "C", "C", "O", "C", "H", "H", "H", "H", "H", "H", "H", "H", "H", "H", "H", "H", "H", "H"], "coordinates": [[-1.26206, 1.95164, 0.29756], [-1.83913, 1.40717, -0.87974], [-2.40124, 0.12192, -0.73580], [-3.30465, -0.06971, 0.49421], [-4.59512, -0.53442, 0.05353], [-5.63272, 0.38586, 0.30867], [-5.55690, 1.67266, -0.49353], [-5.56857, 1.46696, -1.99421], [-6.61450, 0.56626, -2.36681], [-6.17607, -0.62418, -2.81009], [-5.40748, -0.77058, -3.66965], [-1.39704, -1.01213, -0.86773], [-0.33427, -0.91778, 0.06198], [0.88953, -1.29799, -0.47642], [1.31524, -0.52383, -1.56824], [1.84451, 0.72438, -1.17551], [3.27534, 0.63049, -0.65757], [3.95998, 1.84716, -0.93347], [-1.98719, 2.61669, 0.77427], [-0.43681, 2.58982, 0.02355], [-0.98669, 1.21458, 1.04137], [-3.04284, -0.01255, -1.59663], [-3.47323, 0.83537, 1.06494], [-2.91071, -0.86335, 1.11813], [-5.68497, 0.60293, 1.37676], [-6.57876, -0.08401, 0.07156], [-6.43495, 2.25816, -0.22571], [-4.71222, 2.28325, -0.19455], [-4.60252, 1.10039, -2.31867], [-5.69342, 2.43215, -2.46517], [-6.60354, -1.49754, -2.30714], [-1.96470, -1.91631, -0.62128], [-1.07287, -1.14118, -1.89181], [1.67654, -1.32309, 0.27106], [0.79043, -2.31657, -0.85328], [1.89512, 1.34168, -2.06403], [1.18477, 1.24199, -0.48335], [3.78548, -0.18790, -1.14578], [3.26088, 0.49837, 0.42060], [4.05916, 2.33634, -0.11213], [0.79099, 1.92954, 7.25175], [1.11832, 2.92700, 6.30920], [1.45175, 2.39711, 5.03712], [1.06017, 3.35036, 3.92747], [-0.33261, 3.37930, 3.64244], [-1.18788, 4.00545, 4.59107], [-1.06798, 5.51398, 4.64187], [0.10720, 5.90935, 5.33009], [0.62053, 7.14308, 4.87943], [1.66792, 1.31923, 7.49597], [0.44577, 2.42678, 8.15651], [-0.01261, 1.28419, 6.87948], [0.95529, 1.43389, 4.87408], [2.53955, 2.24670, 5.00839], [1.52690, 2.98836, 3.00725], [1.44859, 4.35340, 4.10793], [-1.07335, 3.56371, 5.58157], [-2.20053, 3.77170, 4.25262], [-1.93188, 5.92243, 5.18344], [-1.06977, 5.91041, 3.62002], [0.79199, 7.12714, 3.79700], [1.57617, 7.30494, 5.37540], [-0.05547, 7.96694, 5.13430], [1.07690, -6.08532, -5.89244], [1.98758, -5.13006, -5.39594], [1.35047, -4.06648, -4.70436], [2.23183, -3.52618, -3.59907], [2.28939, -4.35915, -2.44388], [3.01577, -5.57717, -2.53525], [4.51925, -5.40487, -2.58819], [4.93856, -4.97217, -3.87175], [6.11300, -4.19354, -3.83420], [0.45270, -5.65629, -6.68469], [1.65293, -6.91099, -6.30712], [0.43699, -6.47338, -5.09175], [0.39796, -4.39722, -4.27532], [1.15744, -3.26375, -5.42818], [1.78831, -2.59200, -3.24451], [3.23164, -3.28468, -3.96160], [2.65735, -6.19361, -3.36058], [2.78376, -6.11287, -1.61116], [4.99724, -6.37273, -2.38387], [4.82683, -4.68744, -1.81860], [5.99881, -3.34006, -3.15595], [6.28920, -3.81148, -4.83840], [6.97529, -4.79664, -3.52749]], "mol_weight_g_mol": 534.6, "homo_ev": -9.11, "total_energy_ev": -51272.8858, "smiles": "CO[C@H](COCCCOC=O)COCOCCO.COCCOCCOC.COCCOCCOC", "e_lumo_ev": 0.403, "orbital_gap_ev": 9.5, "charge": 0}